[1]
DFT (the ωB97M-V functional and the def2-TZVPD basis) results for 7 unconnected molecules or ions with the total composition C25H40BrN3O26S8 at a distorted geometry.

The geometry in ORCA input format:
```
! RIJCOSX wB97M-V def2-TZVPD def2/J DEFGRID3
* xyz 0 1
C -2.05 -7.43 -1.01
C -1.62 -5.91 -1.53
C -0.01 -5.56 -1.21
C -0.06 -4.25 -0.19
C -0.30 -2.73 -0.85
Br -0.44 -2.67 -2.86
C -0.40 -1.38 0.14
C -0.62 0.07 -0.59
O -1.68 0.91 0.06
N -2.81 0.18 -0.07
O -3.66 0.55 0.73
C -0.26 -1.61 1.79
C -0.40 -0.29 2.76
C 0.30 -0.43 4.23
C -0.07 0.98 5.05
S 1.20 1.43 6.36
C -0.01 -3.15 2.30
N 0.11 -3.64 3.73
S 0.37 -5.39 3.78
N 0.34 -5.88 2.09
C 0.11 -4.54 1.42
H -3.13 -7.37 -0.53
H -2.05 -8.12 -1.98
H -1.34 -7.83 -0.16
H -1.88 -5.71 -2.66
H -2.31 -5.16 -0.90
H 0.61 -5.36 -2.18
H 0.49 -6.42 -0.57
H 0.42 0.65 -0.62
H -0.95 -0.01 -1.73
H 0.12 0.65 2.23
H -1.55 -0.10 2.92
H -0.19 -1.29 4.90
H 1.46 -0.58 4.22
H -1.08 0.74 5.64
H -0.33 1.84 4.29
H 0.71 2.67 6.89
C 4.83 -3.66 -3.17
C 3.38 -4.09 -3.43
O 2.89 -4.52 -2.17
S 3.61 -3.65 -0.99
O 2.72 -2.57 -0.62
O 4.17 -4.57 -0.03
O 4.81 -3.03 -1.89
H 5.49 -4.53 -3.11
H 5.20 -2.98 -3.93
H 3.31 -4.89 -4.17
H 2.78 -3.23 -3.76
C 7.70 0.38 -4.63
C 6.69 1.19 -5.44
O 5.87 0.22 -6.09
S 5.75 -1.09 -5.13
O 4.51 -1.00 -4.40
O 6.12 -2.26 -5.91
O 6.97 -0.73 -4.12
H 8.50 0.00 -5.26
H 8.13 0.97 -3.81
H 7.17 1.84 -6.17
H 6.05 1.79 -4.79
C -4.39 -3.49 1.72
C -5.40 -2.68 0.91
O -6.22 -3.65 0.26
S -6.34 -4.97 1.21
O -7.58 -4.87 1.95
O -5.97 -6.13 0.44
O -5.12 -4.60 2.23
H -3.59 -3.87 1.08
H -3.97 -2.91 2.54
H -4.92 -2.03 0.17
H -6.05 -2.08 1.56
C -3.39 5.35 7.90
C -3.53 4.28 6.83
O -2.53 4.58 5.86
S -1.25 5.24 6.61
O -0.27 4.20 6.84
O -0.93 6.49 5.96
O -1.98 5.57 8.03
H -3.85 6.29 7.58
H -3.82 5.04 8.86
H -4.53 4.28 6.37
H -3.32 3.28 7.23
C -1.24 3.65 -3.79
C -0.64 2.44 -3.08
O 0.49 2.08 -3.86
S 1.13 3.42 -4.53
O 2.24 3.85 -3.70
O 1.25 3.22 -5.95
O -0.13 4.41 -4.25
H -1.83 3.35 -4.66
H -1.87 4.25 -3.12
H -1.34 1.60 -3.01
H -0.29 2.70 -2.08
C -0.12 7.43 -0.07
C 0.85 7.99 -1.11
O 0.31 7.59 -2.37
S -1.32 7.54 -2.26
O -1.84 8.79 -2.78
O -1.76 6.25 -2.71
O -1.42 7.59 -0.63
H 0.06 6.36 0.10
H -0.05 7.96 0.89
H 1.87 7.61 -0.99
H 0.87 9.09 -1.08
*
```

## Properties
orbital gap	6.5	eV
calculated total energy	-8855.89854	a.u.
SMILES	CCCc1c(Br)c(CON=O)c(CCCS)c2nsnc12.O=S1(=O)OCCO1.O=S1(=O)OCCO1.O=S1(=O)OCCO1.O=S1(=O)OCCO1.O=S1(=O)OCCO1.O=S1(=O)OCCO1


[2]
DFT (the ωB97M-V functional and the def2-TZVPD basis) results for 5 unconnected molecules or ions with the total composition C28H52BrClFN4O13P2S4 at a distorted geometry.

The geometry in ORCA input format:
```
! RIJCOSX wB97M-V def2-TZVPD def2/J DEFGRID3
* xyz 1 1
C 5.79 0.40 1.29
C 6.47 1.25 0.21
C 5.46 1.81 -0.78
C 4.58 2.91 -0.19
C 3.70 3.41 -1.38
C 2.54 2.46 -1.63
N 1.27 2.83 -0.98
C 1.17 3.88 0.02
C 1.07 3.26 1.41
O 1.84 2.43 1.81
F 0.07 3.70 2.15
C 0.14 2.20 -1.19
N -1.01 2.47 -0.59
C -1.93 1.68 -1.01
C -3.30 1.77 -0.53
C -3.39 1.69 1.00
O -4.21 2.31 1.61
Br -2.10 0.51 1.82
N -1.42 0.82 -1.90
P -2.42 -0.43 -2.65
P -1.46 -2.38 -2.35
O -2.48 -3.38 -2.19
O -0.58 -2.67 -3.64
O -0.41 -2.27 -1.17
N -0.10 1.14 -2.01
Cl 0.85 0.23 -3.05
H 5.00 0.98 1.75
H 5.38 -0.49 0.84
H 6.53 0.10 2.01
H 7.10 0.56 -0.35
H 7.12 2.01 0.62
H 4.86 1.01 -1.21
H 6.00 2.27 -1.60
H 3.94 2.55 0.60
H 5.21 3.72 0.16
H 4.34 3.36 -2.25
H 3.42 4.45 -1.30
H 2.36 2.42 -2.69
H 2.82 1.47 -1.30
H 0.27 4.46 -0.12
H 1.99 4.57 -0.03
H -3.95 1.05 -1.00
H -3.69 2.74 -0.80
H -2.31 -0.16 -4.03
H 0.36 -2.66 -3.42
H -0.77 -2.68 -0.37
C -4.57 -7.28 -4.81
C -3.77 -6.44 -3.81
C -2.96 -5.42 -4.62
S -3.89 -5.12 -6.12
O -3.13 -5.59 -7.25
O -4.42 -3.77 -6.09
C -5.20 -6.29 -5.78
H -5.33 -7.89 -4.31
H -3.90 -7.96 -5.35
H -4.45 -5.92 -3.14
H -3.11 -7.06 -3.19
H -2.84 -4.48 -4.09
H -1.98 -5.81 -4.91
H -5.54 -6.73 -6.71
H -6.02 -5.74 -5.30
C 0.06 0.48 7.27
C 0.70 1.04 6.00
C 1.02 -0.15 5.09
S -0.18 -1.42 5.49
O 0.51 -2.55 6.05
O -1.10 -1.59 4.38
C -0.99 -0.52 6.80
H -0.39 1.27 7.88
H 0.81 -0.03 7.88
H 0.00 1.71 5.50
H 1.60 1.61 6.22
H 0.93 0.11 4.03
H 2.01 -0.56 5.28
H -1.31 -1.22 7.57
H -1.86 -0.02 6.37
C -6.14 -5.36 2.04
C -5.87 -6.86 1.86
C -6.56 -7.30 0.56
S -6.59 -5.85 -0.50
O -7.96 -5.46 -0.71
O -5.68 -6.04 -1.61
C -5.85 -4.73 0.68
H -5.52 -4.93 2.82
H -7.18 -5.20 2.31
H -4.80 -7.04 1.79
H -6.24 -7.44 2.71
H -6.01 -8.09 0.05
H -7.59 -7.61 0.73
H -6.28 -3.74 0.56
H -4.78 -4.70 0.48
C 5.37 8.64 1.09
C 6.25 9.20 -0.05
C 6.86 8.00 -0.78
S 5.71 6.64 -0.58
O 6.32 5.60 0.22
O 5.08 6.34 -1.84
C 4.55 7.53 0.45
H 4.74 9.41 1.52
H 6.00 8.24 1.88
H 5.63 9.78 -0.73
H 7.02 9.86 0.33
H 6.99 8.19 -1.84
H 7.81 7.70 -0.34
H 4.11 6.84 1.18
H 3.77 7.93 -0.19
*
```

## Properties
orbital gap	7.8	eV
calculated total energy	-7704.55147	a.u.


[3]
DFT (the ωB97M-V functional and the def2-TZVPD basis) results for a molecular structure, C22H40ClFN2O6P2Si2.

The geometry in ORCA input format:
```
! RIJCOSX wB97M-V def2-TZVPD def2/J DEFGRID3
* xyz 0 1
C 5.71 -0.16 1.04
C 4.94 0.72 2.02
C 3.94 1.69 1.38
C 3.04 1.06 0.33
N 2.32 -0.10 0.88
Si 0.72 -0.49 0.33
C 0.56 -0.78 -1.49
C 1.15 0.21 -2.50
C 0.43 1.55 -2.56
O -0.95 1.34 -2.85
C -0.56 0.76 0.92
O -1.79 0.08 1.12
C -2.97 0.84 0.91
C -4.04 0.01 0.22
O 0.38 -1.92 1.11
Si 1.35 -3.12 1.55
F 0.41 -4.35 1.99
P 2.71 -2.88 3.39
O 4.12 -2.43 2.64
Cl 2.08 -0.99 3.90
P 2.55 -4.02 -0.17
N 1.67 -4.70 -1.24
O 3.62 -2.92 -0.66
O 3.45 -5.08 0.69
H 6.23 -0.96 1.58
H 5.04 -0.64 0.32
H 6.47 0.41 0.50
H 5.65 1.33 2.59
H 4.44 0.08 2.76
H 4.48 2.51 0.90
H 3.33 2.13 2.17
H 3.64 0.73 -0.52
H 2.36 1.84 -0.05
H 2.28 0.00 1.89
H 0.95 -1.78 -1.71
H -0.52 -0.85 -1.67
H 1.08 -0.23 -3.50
H 2.21 0.39 -2.32
H 0.54 2.12 -1.63
H 0.87 2.16 -3.36
H -1.49 1.89 -2.28
H -0.22 1.26 1.85
H -0.69 1.56 0.18
H -3.33 1.19 1.89
H -2.74 1.74 0.33
H -3.58 -0.91 -0.17
H -4.85 -0.27 0.89
H -4.47 0.54 -0.63
H 4.65 -3.22 2.47
H 1.78 -4.39 -2.19
H 4.48 -3.30 -0.87
H 3.55 -5.89 0.18
C -2.24 3.27 4.41
C -2.18 1.89 4.54
C -2.87 1.25 5.56
C -3.62 2.00 6.46
C -3.68 3.38 6.34
C -2.99 4.02 5.32
H -1.70 3.77 3.61
H -1.60 1.31 3.83
H -2.82 0.18 5.66
H -4.15 1.51 7.26
H -4.26 3.96 7.04
H -3.03 5.10 5.22
C -4.25 -0.89 -7.56
C -4.83 -0.10 -6.57
C -4.06 0.33 -5.50
C -2.72 -0.01 -5.41
C -2.15 -0.79 -6.40
C -2.91 -1.24 -7.47
H -4.85 -1.24 -8.40
H -5.88 0.17 -6.64
H -4.52 0.95 -4.73
H -2.13 0.34 -4.57
H -1.10 -1.06 -6.33
H -2.46 -1.85 -8.24
*
```

## Properties
orbital gap	8.8	eV
calculated total energy	-3245.26652	a.u.